Molecular formula: C22H35Cl2N11Rb
Method: DFT, ωB97M-V/def2-TZVPD

```
71
Properties=species:S:1:pos:R:3
Rb 1.2301 -1.3093 -1.1636
Cl -0.2975 -1.5546 -3.7557
Cl 1.7091 -3.5974 -3.0633
N -1.5678 -0.1977 -0.5796
N -6.0687 0.5008 0.0467
N 3.0049 0.3283 -2.6885
N 5.3173 4.0268 -1.5417
N 3.2059 -3.1365 0.5521
N 4.5369 4.8551 0.9223
N 1.9391 2.2492 0.6404
N 1.8103 -0.8428 1.7495
N 4.9719 1.7804 -2.3728
N 0.3429 -3.2637 0.9935
N -8.0389 1.1560 1.2055
C -8.0737 0.8958 -1.1569
C 3.2368 -1.0648 1.9552
C -4.7077 0.1382 -2.5736
C 5.0865 2.9270 -1.9037
C 2.7285 3.1810 1.4414
C -3.6171 0.4852 -1.6384
C -1.5104 0.9912 0.0186
C 0.9162 -1.5145 2.6913
C -2.6003 -0.4288 -1.3902
C 1.1004 -2.4943 -4.3172
C 3.6613 -2.5250 1.8005
C -6.7272 0.5536 -1.1159
C -8.6878 1.1974 0.0459
C 3.1338 4.4618 0.6970
C 2.5296 -4.4243 0.7017
C -6.0215 0.2061 -2.3637
C -0.1732 -2.3464 2.0089
C -2.4585 1.9834 -0.1767
C -6.7600 0.8025 1.1371
C 3.9063 1.0427 -2.5573
C 1.2176 -4.3264 1.4813
C -3.5238 1.7264 -1.0197
H -2.6336 -1.4078 -1.8590
H 2.1697 3.4217 2.3464
H 1.8926 -1.8012 -4.5749
H -4.2853 2.4750 -1.1949
H 3.1585 -5.1777 1.1991
H -6.2221 0.7530 2.0776
H -8.6187 0.9267 -2.0902
H -0.6685 1.1501 0.6863
H -4.3839 -0.2037 -3.5519
H 2.3191 -4.8017 -0.3026
H 3.2803 -3.1033 2.6441
H 4.9642 4.2890 1.6462
H 3.6265 2.6478 1.7670
H 0.7840 -3.0925 -5.1617
H -0.4371 -3.6549 0.4827
H 3.5849 -0.7258 2.9440
H -9.7340 1.4790 0.0840
H 1.4316 -4.1592 2.5389
H 0.7294 -5.3046 1.4367
H 0.4135 -0.7925 3.3427
H -2.3666 2.9347 0.3297
H -0.7384 -2.8656 2.7975
H -0.8672 -1.6724 1.5018
H 4.6218 5.8190 1.2164
H 3.9840 -3.2463 -0.0838
H 3.7687 -0.4639 1.2094
H 2.4837 1.9404 -0.1591
H 1.1139 2.7027 0.2627
H 1.5002 -2.1486 3.3622
H 2.4630 5.2838 0.9506
H 2.9912 4.2738 -0.3708
H 1.6360 0.1554 1.7217
H -6.6725 -0.0392 -3.1953
H 4.7511 -2.5658 1.8927
H 5.2090 4.5123 -0.6065
```

Computed properties:
- Max |F|: 0.02410 hartree/bohr
- Relative energy (zero: lowest compared OMol25 entry of this formula, charge and spin): 72.6 kJ/mol
- Total charge: +1
- Gap between HOMO and LUMO: 9.1 eV

Atom-resolved charges from Mulliken, all expressed in e: Rb 0.836; Cl -0.103; Cl -0.134; N -0.043; N -0.336; N -0.470; N -0.419; N 0.053; N -0.617; N -0.159; N 0.303; N -0.585; N 0.126; N -0.556; C -0.643; C -0.773; C -0.878; C 0.599; C -0.699; C 0.321; C -0.255; C -0.846; C -0.697; C -0.508; C -0.927; C 0.898; C -0.155; C -0.416; C -0.831; C -0.594; C -0.698; C -1.042; C -0.151; C 0.464; C -0.794; C -0.014; H 0.698; H 0.454; H 0.338; H 0.505; H 0.323; H 0.411; H 0.367; H 0.566; H 0.446; H 0.259; H 0.257; H 0.241; H 0.284; H 0.377; H 0.269; H 0.310; H 0.396; H 0.239; H 0.485; H 0.456; H 0.449; H 0.306; H 0.142; H 0.232; H 0.292; H 0.330; H -0.136; H 0.259; H 0.332; H 0.309; H 0.260; H -0.014; H 0.317; H 0.485; H 0.496

---

Molecular formula: C3H6O3
Method: DFT, ωB97M-V/def2-TZVPD

```
12
Properties=species:S:1:pos:R:3
O 1.5341 1.3387 -0.0711
O -0.6632 1.7719 0.2044
O 0.5278 -0.8080 -1.4475
C -1.1173 -1.3472 0.1414
C 0.5832 1.5952 0.6305
C 0.1584 -1.2791 -0.2190
H 1.3021 -0.2363 -1.3242
H -1.4151 -1.7429 1.1051
H -1.8883 -1.0011 -0.5411
H 0.9696 -1.5977 0.4383
H -0.6890 1.5300 -0.7397
H 0.6401 1.7144 1.7204
```

Computed properties:
- Max |F|: 0.01138 hartree/bohr
- Relative energy (zero: lowest compared OMol25 entry of this formula, charge and spin): 129.3 kJ/mol
- Gap between HOMO and LUMO: 10.2 eV

Atom-resolved charges from Mulliken, all expressed in e: O -0.552; O -0.373; O -0.497; C -0.531; C 0.205; C -0.170; H 0.372; H 0.255; H 0.235; H 0.335; H 0.352; H 0.369

---

Molecular formula: C15H33Br10NO3
Method: DFT, ωB97M-V/def2-TZVPD

```
62
Properties=species:S:1:pos:R:3
Br -9.9193 -20.1448 -15.2866
Br -7.2066 -22.3668 -12.0017
Br -8.6545 -13.9293 -12.6769
Br -4.7799 -14.4020 -13.2277
Br -6.0661 -13.7852 -22.3253
Br -10.5889 -10.0320 -11.1209
Br -2.9912 -11.1319 -16.6250
Br -7.5329 -12.5112 -16.3417
Br -5.1459 -15.8004 -18.1830
Br -6.1170 -18.4159 -15.2689
O -2.0150 -16.0620 -13.7256
O -1.4215 -15.9350 -15.8562
O -2.2663 -19.2611 -10.6447
N -1.1995 -16.0266 -14.6178
C -5.6894 -15.6762 -14.4299
C -1.6648 -19.1045 -11.8835
C -8.9325 -21.5093 -14.1648
C -4.9935 -17.0195 -14.4198
C -1.2337 -20.4647 -12.2534
C -2.9015 -18.2062 -10.0595
C -9.6518 -11.7178 -11.0999
C 0.2264 -16.2177 -14.1818
C -4.6073 -12.2113 -16.1017
C -9.5091 -12.1242 -12.5879
C -5.1685 -15.3520 -20.1041
C -6.0179 -14.0910 -20.3718
C -8.1207 -20.8547 -13.0578
C -3.6896 -18.6348 -8.8118
C -5.8671 -11.4845 -16.6817
H -4.5511 -13.2121 -16.5298
H -2.1539 -17.4470 -9.8298
H -4.6253 -12.3165 -15.0169
H -8.3973 -22.3161 -14.6655
H -4.1258 -17.0068 -15.0795
H -4.1214 -15.2345 -20.3830
H -9.7569 -22.1486 -13.8490
H -4.7941 -17.3739 -13.4085
H -0.5160 -20.8626 -11.5360
H -2.4064 -18.6992 -12.5718
H -8.6501 -11.6271 -10.6797
H 0.6810 -15.2715 -13.8885
H -7.0249 -14.2192 -19.9747
H -2.9693 -18.9070 -8.0404
H 0.7710 -16.6551 -15.0186
H -0.8452 -18.3928 -11.7842
H -0.7096 -20.6471 -13.1915
H -6.6919 -15.7137 -14.0037
H -6.0109 -10.4949 -16.2480
H 0.1855 -17.0115 -13.4359
H -8.6757 -20.2809 -12.3157
H -2.0653 -21.1660 -12.3231
H -4.2497 -17.7843 -8.4232
H -7.3220 -20.2012 -13.4087
H -5.8495 -11.2762 -17.7514
H -5.5191 -13.1886 -20.0184
H -10.2171 -12.4094 -10.4752
H -10.4605 -12.2765 -13.0974
H -4.3514 -19.4790 -9.0058
H -3.5435 -17.7875 -10.8345
H -8.8207 -11.4701 -13.1230
H -5.6097 -15.2791 -15.4419
H -5.5318 -16.2187 -20.6563
```

Computed properties:
- Max |F|: 0.11929 hartree/bohr
- Total charge: -1
- 2S+1: 2
- <S²>: 0.75
- Gap between HOMO and LUMO (spin up / spin down): 2.7 / 6.4 eV

Atom-resolved charges from Mulliken, all expressed in e: Br -0.176; Br -0.186; Br -0.137; Br -0.152; Br -0.196; Br -0.176; Br -0.163; Br -0.193; Br -0.038; Br -0.177; O -0.603; O -0.827; O -0.360; N 0.701; C 0.193; C 0.398; C -0.723; C -0.290; C -1.403; C 0.109; C -0.516; C -0.775; C -0.369; C -0.668; C -0.649; C -0.467; C -0.187; C -1.212; C -0.527; H 0.205; H 0.284; H 0.226; H 0.418; H 0.195; H 0.387; H 0.420; H 0.204; H 0.319; H 0.018; H 0.371; H 0.260; H 0.384; H 0.303; H 0.351; H 0.129; H 0.404; H 0.211; H 0.421; H 0.062; H 0.372; H 0.288; H 0.373; H 0.029; H 0.360; H 0.251; H 0.372; H 0.383; H 0.294; H -0.005; H 0.396; H -0.302; H 0.387

---

Molecular formula: C20H33FHfN5S
Method: DFT, ωB97M-V/def2-TZVPD

```
61
Properties=species:S:1:pos:R:3
Hf 0.3772 0.3888 -0.5620
S 2.8598 -0.3070 -1.3335
F -1.0359 6.0278 -2.9422
N 4.0694 0.4999 1.0210
N -0.5680 -1.2373 -1.7820
N 4.3695 -1.5559 0.5744
N -1.6130 -3.2672 -2.3036
N -2.7261 -1.6352 -1.0880
C -1.6223 -2.0519 -1.7331
C -0.0681 2.4573 -1.1199
C -0.7225 4.8706 -2.3597
C -0.1214 4.8997 -1.1115
C 4.8768 -0.0204 2.0261
C -1.0094 -0.7497 2.9706
C -0.1540 0.4930 2.6731
C -2.8025 -3.8318 -2.9652
C 0.7638 0.2707 1.4334
C -1.0805 1.6886 2.4463
C 3.7658 -0.4471 0.1371
C -0.3335 -3.8585 -2.6953
C 5.0734 -1.3182 1.7450
C 0.1875 3.6975 -0.5026
C -0.6734 2.5044 -2.3918
C 3.5933 1.8965 0.9534
C -2.8274 -0.2261 -0.7238
C -3.5966 -2.5584 -0.3450
C 0.6970 0.7601 3.9182
C -1.0130 3.6974 -3.0228
H -0.4418 -4.9406 -2.7204
H 5.6406 -2.0804 2.2588
H -1.8771 1.7274 3.2018
H -0.5212 2.6295 2.4965
H 1.5032 -0.5128 1.6785
H 0.6346 3.7210 0.4860
H 0.0833 5.8548 -0.6382
H 4.3210 -2.4251 0.0731
H 5.2329 0.5837 2.8487
H -2.1693 0.0331 0.1202
H -2.6287 -3.8832 -4.0392
H -3.2031 -3.5672 -0.3912
H -1.5657 1.6669 1.4614
H -1.4888 3.7296 -3.9979
H -3.6720 -3.2085 -2.7949
H -3.6253 -2.2526 0.7025
H -1.6937 -0.5790 3.8197
H -0.0165 -3.5272 -3.6895
H 2.5229 1.8909 0.9290
H -4.6127 -2.5515 -0.7360
H 1.3574 -0.0940 4.1204
H -0.3683 -1.6049 3.2168
H -3.0063 -4.8367 -2.6010
H 0.1200 -1.5679 -2.4457
H 1.3198 1.6511 3.7701
H 3.9901 2.3796 0.0657
H -2.6117 0.4175 -1.5714
H 3.9381 2.4145 1.8408
H 0.4378 -3.6139 -1.9676
H -3.8397 -0.0200 -0.3912
H 0.0729 0.9258 4.8111
H -0.8985 1.5828 -2.9302
H -1.6003 -1.0300 2.0968
```

Computed properties:
- Max |F|: 0.03327 hartree/bohr
- Relative energy (zero: lowest compared OMol25 entry of this formula, charge and spin): 0.0 kJ/mol
- Total charge: +1
- Gap between HOMO and LUMO: 7.1 eV

Atom-resolved charges from Mulliken, all expressed in e: Hf -0.207; S -0.568; F -0.315; N 0.349; N -0.368; N 0.027; N 0.071; N 0.184; C 0.724; C 0.224; C 0.426; C -0.666; C -0.137; C -1.607; C 2.054; C -1.097; C -0.496; C -1.395; C 0.114; C -1.232; C -0.546; C 0.178; C -0.135; C -0.728; C -1.064; C -1.225; C -1.890; C -0.896; H 0.322; H 0.423; H 0.426; H 0.272; H 0.288; H 0.228; H 0.448; H 0.195; H 0.425; H 0.073; H 0.389; H 0.415; H 0.187; H 0.445; H 0.371; H 0.434; H 0.499; H 0.380; H 0.240; H 0.354; H 0.405; H 0.380; H 0.341; H 0.274; H 0.341; H 0.279; H 0.443; H 0.291; H 0.435; H 0.413; H 0.426; H 0.300; H 0.079

---

Molecular formula: C6H7N
Method: DFT, ωB97M-V/def2-TZVPD

```
14
Properties=species:S:1:pos:R:3
N -2.7521 0.2213 -0.8620
C 1.4548 -0.3533 0.0575
C -0.0035 1.4782 0.8560
C -1.8718 -0.4631 -0.5604
C 0.2238 -0.0761 0.7666
C 2.1481 -0.5291 -0.9098
C -0.6558 -1.1178 -0.1480
H -0.1566 -1.5084 -1.0544
H -0.1185 1.8212 1.8952
H 0.8635 2.0197 0.4542
H 0.0992 -0.4745 1.7755
H -0.8922 1.8003 0.3114
H -0.8291 -2.0167 0.4513
H 2.4123 -0.8594 -1.8834
```

Computed properties:
- Max |F|: 0.02659 hartree/bohr
- Relative energy (zero: lowest compared OMol25 entry of this formula, charge and spin): 331.0 kJ/mol
- Gap between HOMO and LUMO: 10.8 eV

Atom-resolved charges from Mulliken, all expressed in e: N -0.449; C -0.772; C -1.131; C 0.387; C 0.569; C -0.085; C -0.702; H 0.260; H 0.292; H 0.335; H 0.279; H 0.334; H 0.318; H 0.364

---

Molecular formula: C5H8O2
Method: DFT, ωB97M-V/def2-TZVPD

```
15
Properties=species:S:1:pos:R:3
O -0.9409 -1.9599 -0.8139
O 2.4804 0.2536 0.7396
C -0.6847 1.1127 -0.2029
C -1.9640 0.2280 -0.1473
C 0.1325 -0.0746 0.3961
C -0.9794 -0.9258 -0.1995
C 1.5289 -0.4793 -0.0055
H 3.3427 -0.1534 0.5914
H -2.7322 0.2789 -0.9193
H -2.4232 0.2983 0.8445
H 1.6637 -0.3406 -1.0885
H 1.6086 -1.5582 0.1945
H -0.3869 1.3114 -1.2375
H 0.0562 -0.0391 1.4904
H -0.7020 2.0481 0.3580
```

Computed properties:
- Max |F|: 0.00996 hartree/bohr
- Relative energy (zero: lowest compared OMol25 entry of this formula, charge and spin): 124.0 kJ/mol
- Gap between HOMO and LUMO: 10.4 eV

Atom-resolved charges from Mulliken, all expressed in e: O -0.567; O -0.509; C -0.639; C -0.516; C 0.049; C 0.499; C -0.615; H 0.314; H 0.324; H 0.232; H 0.273; H 0.307; H 0.266; H 0.287; H 0.294